60
Properties=species:S:1:pos:R:3 method="wB97M-V/def2-TZVPD" e_homo_ev="-4.71 / -7.34" total_energy_ev=-45793.3678 lumo_ev="-0.2448 / -0.1666" charge=0 multiplicity=2 relative_energy_ev=0.0000
Ru 0.31272 -0.24742 -0.98312
O 0.17640 3.24992 -3.19175
C 0.43611 2.30164 -2.43551
N -0.02729 1.07204 -2.47103
C -0.92762 0.76136 -3.54951
C -1.23266 -0.70996 -3.56384
C -2.20762 -1.23181 -4.41004
C -2.44159 -2.59013 -4.42031
C -1.69422 -3.41099 -3.58746
C -0.75924 -2.81732 -2.76443
N -0.52917 -1.49939 -2.74182
C 1.41218 2.49582 -1.30141
C 1.93142 3.74590 -1.02112
C 2.85163 3.87128 0.00384
C 3.25959 2.73483 0.67941
C 2.69483 1.51980 0.32995
N 1.75918 1.40038 -0.61740
H -0.48664 1.03230 -4.51584
H -1.86397 1.33062 -3.49847
H -2.77022 -0.55877 -5.04613
H -3.20323 -3.00957 -5.06683
H -1.84090 -4.48197 -3.55751
H -0.16265 -3.40988 -2.08136
H 1.59705 4.57790 -1.62507
H 3.26057 4.84203 0.26031
H 3.99288 2.77370 1.47459
H 3.00713 0.60290 0.79710
C -2.92369 2.29729 0.68769
C -3.73143 1.35909 1.29726
C -3.30736 0.03673 1.34930
C -2.09424 -0.28941 0.77743
N -1.31033 0.61740 0.19122
C -1.71429 1.88539 0.14400
C -1.55086 -1.67570 0.71639
C -2.37483 -2.75830 0.51582
C -1.81979 -4.03131 0.31709
C -0.44363 -4.20430 0.29890
C 0.38320 -3.09993 0.49932
C -0.15006 -1.82149 0.72023
H -3.21550 3.33661 0.62140
H -4.67990 1.64534 1.73497
H -3.90185 -0.72223 1.83930
H -1.04858 2.58225 -0.34898
H -3.44894 -2.62120 0.46391
H -2.47685 -4.87990 0.16337
H -0.01477 -5.18545 0.13593
H 1.45872 -3.22065 0.53352
O 2.12424 -1.16155 1.77990
B 0.78622 -0.81262 1.46698
O 0.34592 0.20428 2.34322
C 1.42621 0.50158 3.13315
C 1.52408 1.46928 4.10053
C 2.75622 1.58246 4.75485
C 3.82131 0.74991 4.43215
C 3.69999 -0.23034 3.43923
C 2.48398 -0.32616 2.81255
H 0.68730 2.11506 4.33388
H 2.87987 2.33264 5.52548
H 4.76259 0.86041 4.95502
H 4.52236 -0.88040 3.16977